(1)
Here is an isolated ion of composition C2H2NO2 and charge +1 from the Open Molecules 2025 dataset. Energies are from wB97M-V/def2-TZVPD.

Each line ends with the Mulliken charge.
CARTESIAN COORDINATES (ANGSTROEM)
C  -0.308543  1.822362  -0.781917  0.0793
C  -0.112466  0.141107  0.030706  0.6728
N  0.245237  -1.050718  0.344986  -0.2402
O  0.594525  1.549643  0.066869  -0.0491
O  -1.122929  0.666993  -0.598565  -0.1216
H  -0.350461  -1.945797  0.054564  0.3731
H  1.054636  -1.183589  0.883357  0.2857

Atoms 1-3, force components in eV/Å:
C -1.6340 2.6080 -2.1653
C 0.9527 1.7114 0.9021
N -2.8591 -0.7726 -1.8590

Computed properties:
ΔE to the lowest compared entry with this formula, charge and spin = 93.76 kcal per mole
Net charge = +1
LUMO level = -6.27 eV
Molecular weight = 72.0 g mol⁻¹


(2)
Here is C35H57N2NiO2P2 as an isolated structure from the Open Molecules 2025 dataset. Energies are from wB97M-V/def2-TZVPD.

Each line ends with the Mulliken spin population.
CARTESIAN COORDINATES (ANGSTROEM)
C  -1.863707  -1.882665  -1.625869  -0.0412
C  0.338390  -2.011410  -2.476663  -0.1134
C  -2.277077  -2.906554  -2.465782  0.1050
C  -0.121693  -2.861648  -3.496756  0.1711
C  -1.402754  -3.372531  -3.435117  -0.0325
H  -3.290633  -3.300048  -2.377970  0.0000
H  0.552220  -3.134282  -4.279654  -0.0003
H  -1.727375  -4.109477  -4.165700  0.0009
N  -0.585082  -1.500735  -1.578796  0.1276
P  -2.501313  0.442787  -0.175187  0.0184
P  2.225296  -0.826653  -0.787721  0.0268
C  -2.958388  -1.250371  -0.751843  0.0092
H  -3.928741  -1.235614  -1.287607  -0.0031
H  -3.149584  -1.877124  0.137913  0.0082
C  0.027397  1.626445  1.026126  -0.0381
O  0.377811  2.470686  1.746646  -0.0061
C  1.788749  -1.896389  -2.270930  0.6560
H  2.361728  -1.586571  -3.161042  0.0071
C  3.717949  0.518826  -1.057464  -0.0098
C  2.967607  -2.574621  -0.416141  0.0628
C  -3.390192  1.554191  -1.454142  0.0284
C  -3.297993  0.546920  1.542888  0.0100
C  3.297074  1.899758  -0.522342  0.0012
H  3.066305  1.829699  0.550406  0.0018
H  4.143155  2.602979  -0.637036  0.0011
H  2.430789  2.317882  -1.043500  0.0010
C  4.945806  0.106300  -0.237134  0.0073
H  4.691437  0.114852  0.831029  -0.0008
H  5.341772  -0.876845  -0.513639  -0.0007
H  5.754269  0.843075  -0.379644  -0.0005
C  4.002584  0.590472  -2.554261  0.0072
H  4.788851  1.343606  -2.747013  0.0006
H  4.375445  -0.355812  -2.966114  -0.0019
H  3.097517  0.886983  -3.107011  -0.0002
C  3.566003  -2.624770  0.968694  0.0291
H  2.804712  -2.328404  1.700665  -0.0082
H  3.863183  -3.665948  1.165785  0.0019
H  4.442606  -1.986529  1.088294  0.0018
C  1.782208  -3.560678  -0.410398  0.0548
H  0.953321  -3.128606  0.174053  -0.0140
H  1.412975  -3.784772  -1.421535  -0.0222
H  2.071556  -4.528778  0.011719  0.0065
C  3.975913  -2.910349  -1.549212  0.0258
H  3.926992  -2.249649  -2.427459  -0.0224
H  5.019154  -2.878463  -1.214049  0.0013
H  3.740824  -3.910589  -1.938936  0.0036
C  -3.152392  1.978726  2.080972  0.0013
H  -3.394555  1.968138  3.153923  0.0000
H  -2.126563  2.356804  1.987820  0.0017
H  -3.835165  2.685553  1.594886  -0.0002
C  -2.552435  -0.391194  2.497809  -0.0205
H  -2.651206  -1.447930  2.222299  -0.0012
H  -1.481462  -0.169149  2.567915  0.0070
H  -2.984121  -0.266622  3.501517  0.0003
C  -4.770158  0.120499  1.502773  0.0039
H  -5.114796  -0.038487  2.534391  -0.0005
H  -5.419378  0.883889  1.063523  0.0006
H  -4.915429  -0.821695  0.958737  -0.0007
C  -2.894173  1.230896  -2.874479  0.0066
H  -3.529493  1.774259  -3.592123  0.0000
H  -1.873628  1.575221  -3.033488  -0.0030
H  -2.943386  0.164276  -3.120680  -0.0004
C  -3.023142  3.014249  -1.151770  0.0049
H  -1.934882  3.150265  -1.086589  -0.0020
H  -3.383113  3.640329  -1.980934  0.0002
H  -3.480192  3.395805  -0.232030  -0.0002
C  -4.916982  1.355083  -1.433718  0.0004
H  -5.217110  0.299739  -1.488065  0.0003
H  -5.394048  1.817480  -0.561658  0.0005
H  -5.344116  1.844555  -2.322929  0.0001
Ni  -0.240465  0.269671  -0.154623  0.9527
N  0.082658  1.631433  -1.741386  -0.0119
C  0.439030  2.228343  -2.758159  -0.0116
C  0.911813  2.190467  -4.102353  -0.0069
C  0.871558  3.480073  -4.667210  -0.0017
C  1.212846  1.106129  -5.044522  0.0059
C  0.952458  3.747352  -6.027589  0.0000
H  0.681013  4.275399  -3.943896  -0.0003
C  1.320734  1.392132  -6.438963  0.0031
H  1.317148  0.055371  -4.723405  0.0087
C  1.184138  2.695054  -6.920219  -0.0005
H  0.816842  4.778332  -6.327449  0.0000
H  1.490129  0.600287  -7.195378  0.0002
H  1.252939  2.932114  -7.991135  0.0000
C  0.632081  -4.277875  2.791035  0.0012
C  -0.276167  -3.073355  2.652300  -0.0040
O  0.424461  -1.850694  2.349795  -0.0014
C  0.942206  -1.074950  3.437996  0.0024
C  0.692564  -1.609462  4.830781  0.0000
H  1.681572  -4.061453  2.557935  -0.0006
H  0.285095  -5.069683  2.118711  0.0000
H  0.566544  -4.661955  3.813823  -0.0001
H  -0.971010  -3.208309  1.810646  0.0002
H  -0.871136  -2.940192  3.569177  -0.0001
H  2.021913  -0.973254  3.256288  0.0013
H  0.522398  -0.062911  3.341771  0.0031
H  1.058293  -2.633320  4.955433  0.0000
H  1.233924  -0.970976  5.533537  0.0000
H  -0.367021  -1.564734  5.103605  0.0000

Atoms 1-3, force components in eV/Å:
C -0.3993 -0.1980 0.1038
C -0.7782 -0.5622 0.2844
C -0.1751 -0.3903 -0.4007

Computed properties:
2S+1 = 3
ΔE to the lowest compared entry with this formula, charge and spin = 80.17 kcal per mole
Net charge = +1
LUMO level (alpha / beta) = -2.73 / -3.59 eV
Molecular weight = 658.5 g mol⁻¹


(3)
Here is C31H34N3O as an isolated structure from the Open Molecules 2025 dataset. Energies are from wB97M-V/def2-TZVPD.

Each line ends with the Mulliken charge.
CARTESIAN COORDINATES (ANGSTROEM)
C  -4.974853  -0.697701  3.131250  -0.8206
C  -5.597903  -1.846156  2.338553  -0.6117
N  -4.597849  -2.496886  1.536399  0.0116
C  -4.766281  -3.799614  0.924158  -0.7445
C  -3.458108  -4.005453  0.121732  -0.6590
C  -2.719965  -2.717523  0.275551  -0.3559
C  -1.512748  -2.267706  -0.195810  -0.8414
C  -1.090632  -0.905899  0.027315  0.4097
C  0.163390  -0.460811  -0.442003  0.4067
C  0.830411  0.672602  0.069052  0.7211
C  1.863195  1.308431  -0.711045  -0.4792
C  2.494320  2.441900  -0.259564  -0.1746
C  2.082306  3.008179  0.959791  0.4730
N  2.797452  4.112124  1.256168  -0.0109
C  2.667011  4.826292  2.497867  -0.6156
C  1.279876  4.603266  3.099035  -0.8367
C  0.812524  3.135576  3.081025  -0.8092
C  1.109788  2.435324  1.793704  0.0501
C  0.558107  1.236012  1.372704  -1.5302
C  3.864067  4.340116  0.302445  -0.8215
C  3.630426  3.257253  -0.781876  -0.5876
C  -2.006221  -0.052411  0.752713  -1.1763
C  -3.139756  -0.544497  1.383305  0.0474
C  -3.486587  -1.873331  1.096418  0.5763
C  -4.044003  0.212000  2.304438  -0.7748
H  -5.777821  -0.099898  3.571470  0.3870
H  -4.397529  -1.124890  3.960107  0.3280
H  -6.037550  -2.595979  3.010131  0.3903
H  -6.410948  -1.462798  1.695745  0.2970
H  -4.917333  -4.578391  1.684681  0.3315
H  -5.648058  -3.809263  0.263721  0.3293
H  -2.887821  -4.853973  0.518862  0.3214
H  -3.684297  -4.228109  -0.929068  0.2834
H  -0.850144  -2.971381  -0.694730  0.9964
H  0.783564  -1.170926  -1.218259  -0.0710
H  2.124671  0.901453  -1.684860  0.4394
H  3.443144  4.494250  3.211364  0.3076
H  2.842253  5.892375  2.299462  0.3803
H  1.278852  4.975535  4.127265  0.3831
H  0.558208  5.205653  2.534608  0.3242
H  1.287004  2.594828  3.913972  0.3374
H  -0.267282  3.104915  3.267476  0.3470
H  -0.104165  0.707790  2.059604  0.8722
H  3.815637  5.359284  -0.106041  0.3330
H  4.849477  4.225254  0.781037  0.3369
H  4.538154  2.657142  -0.924290  0.2984
H  3.394727  3.727125  -1.744658  0.3091
H  -1.799445  1.015656  0.826693  0.9937
H  -4.652196  0.923622  1.726637  0.3278
H  -3.438065  0.811530  2.994477  0.3189
C  -0.860457  -3.099677  -3.502190  -1.2770
C  0.372646  -2.869169  -2.675818  0.4559
C  0.821488  -1.458594  -2.480273  -0.3757
N  2.220787  -1.316588  -2.907847  0.4371
C  3.179514  -2.142042  -2.390631  -0.0425
C  4.501284  -2.013985  -2.776730  -0.7450
C  4.894971  -0.946181  -3.583935  -0.2951
C  3.910919  -0.067105  -4.041174  -0.6669
C  2.584401  -0.265232  -3.700272  -0.0733
O  0.977707  -3.812794  -2.150496  -0.6769
H  -1.522041  -2.226539  -3.505117  0.3591
H  -0.573060  -3.340447  -4.535978  0.4000
H  -1.393897  -3.967183  -3.096048  0.2999
H  0.196182  -0.756014  -3.029167  0.2478
H  2.828477  -2.939097  -1.745845  0.4855
H  5.198805  -2.765590  -2.418967  0.4009
H  5.941713  -0.799427  -3.840522  0.4233
H  4.152436  0.786122  -4.670285  0.4500
H  1.767123  0.377649  -4.027437  0.4440

Atoms 1-3, force components in eV/Å:
C 0.2829 -0.0934 0.2276
C -0.4178 0.2504 -0.0677
N 0.5435 0.3590 -0.0516

Computed properties:
ΔE to the lowest compared entry with this formula, charge and spin = 33.52 kcal per mole
Net charge = +1
LUMO level = -3.40 eV
Molecular weight = 464.6 g mol⁻¹


(4)
Here is C4H5BiO6 as an isolated structure from the Open Molecules 2025 dataset. Energies are from wB97M-V/def2-TZVPD.

Each line ends with the Mulliken spin population.
CARTESIAN COORDINATES (ANGSTROEM)
O  -2.830296  -0.936764  -0.468305  -0.0083
C  -1.952466  -1.102374  0.419402  -0.0207
O  -2.256629  -1.369933  1.610178  -0.0086
O  -0.678911  -1.124728  0.048520  0.0042
Bi  -4.331211  -1.452703  0.997586  1.0327
C  -0.091822  -0.183239  -0.821518  -0.0003
C  0.492495  1.144723  -1.120063  0.0018
H  0.047822  -0.787838  -1.729694  -0.0009
H  -0.981604  0.821351  -0.891836  0.0002
H  1.123825  1.065190  -2.013700  0.0000
O  1.626069  1.511187  0.203890  0.0000
C  2.143774  0.435207  0.655331  0.0001
O  1.771874  -0.685491  0.234002  0.0001
O  2.522646  0.515584  1.923323  0.0000
H  3.328207  -0.002260  2.048679  0.0000
H  0.066226  2.152088  -1.095794  -0.0001

Atoms 1-3, force components in eV/Å:
O -1.4917 0.2540 -0.4057
C 3.8902 0.2768 -1.5863
O -0.4362 -0.3393 0.6439

Computed properties:
2S+1 = 2
ΔE to the lowest compared entry with this formula, charge and spin = 84.53 kcal per mole
Net charge = +1
LUMO level (alpha / beta) = -6.43 / -6.87 eV
Molecular weight = 358.1 g mol⁻¹


What is the molecular weight in the fourth record?
358.1 g mol⁻¹